i.
Formula: C7H8O
Source: the OMol25 dataset
Level of theory: wB97M-V/def2-TZVPD

Structure (XYZ):
```
16
C7H8O, DFT wB97M-V/def2-TZVPD
O 0.49 0.50 1.37
C 1.52 0.36 0.62
C -0.48 -0.43 -1.38
C 1.73 -0.43 -0.58
C 0.83 -0.40 -1.65
C -0.77 -0.05 1.11
C -1.32 -0.53 -0.19
C -1.86 0.78 0.51
H -1.47 -0.47 -2.10
H 1.14 -0.57 -2.63
H -0.98 -0.91 1.95
H 2.85 0.03 -0.96
H 2.58 0.62 1.04
H -2.05 -1.26 -0.14
H -1.14 1.72 0.19
H -2.76 0.94 1.07
```

Values from the calculation:
LUMO energy ... 0.03066 Ha
SMILES ... C1=CO[C@H]2C[C@H]2C=C1
Total charge ... 0
HOMO ... -7.8 eV
Frontier orbital gap ... 8.67 eV

=====

ii.
Formula: C7H8O
Source: the OMol25 dataset
Level of theory: wB97M-V/def2-TZVPD

Structure (XYZ):
```
16
C7H8O, DFT wB97M-V/def2-TZVPD
O -2.83 1.11 -0.90
C 2.17 -1.04 0.71
C -1.43 -0.68 -0.43
C 0.82 -0.44 0.40
C 0.61 0.94 0.37
C -0.20 -1.25 -0.09
C -1.57 0.69 -0.58
C -0.52 1.52 -0.20
H -0.57 2.59 -0.35
H 2.95 -0.48 0.19
H 2.45 -0.85 1.75
H 2.20 -2.08 0.41
H 1.30 1.60 0.88
H -0.19 -2.33 -0.15
H -2.87 1.94 -1.38
H -2.31 -1.28 -0.62
```

Values from the calculation:
LUMO energy ... 0.03322 Ha
SMILES ... Cc1ccc(O)cc1
Total charge ... 0
HOMO ... -8.4 eV
Frontier orbital gap ... 9.26 eV

=====

iii.
Formula: C7H8O
Source: the OMol25 dataset
Level of theory: wB97M-V/def2-TZVPD

Structure (XYZ):
```
16
C7H8O, DFT wB97M-V/def2-TZVPD
O 1.09 2.83 -1.02
C -1.40 0.08 1.00
C 0.32 -1.53 0.07
C 0.59 0.63 -0.72
C 1.49 1.66 -1.21
C -0.55 1.03 -0.01
C 0.85 -0.85 -1.00
C -0.68 -1.07 1.21
H -1.56 0.64 1.90
H -0.70 2.29 -0.26
H 0.25 -2.61 -0.05
H -1.18 -2.03 1.32
H 2.35 1.45 -1.73
H -2.07 -0.28 0.16
H -0.14 -1.10 2.36
H 1.34 -1.14 -2.02
```

Values from the calculation:
LUMO energy ... -0.00231 Ha
SMILES ... O=CC1=CCCC=C1
Total charge ... 0
HOMO ... -8.4 eV
Frontier orbital gap ... 8.30 eV

=====

If we sort the structures by their calculated energies, the order from most to least stable is ii, iii, i.